No. 1
122
Properties=species:S:1:pos:R:3:lowdin_charge:R:1 method="wB97M-V/def2-TZVPD" total_charge=+1 orbital_gap_ev=5.9
C 2.4739 0.3426 1.3701 0.150
C 1.3951 0.6996 1.7705 -0.091
C 0.0338 0.8152 2.3829 -0.091
C -1.1074 0.9972 1.3447 -0.239
O -1.0928 2.1645 0.5123 0.059
C -0.7215 3.2596 1.1651 -0.297
N -0.3041 4.2153 1.6643 0.219
C -0.9531 -0.1468 0.2523 -0.194
O -0.1726 0.1997 -0.7724 0.036
N -0.7975 -0.0241 -2.0787 0.123
O -1.7473 0.6083 -2.2084 0.193
N -1.5839 -1.2438 0.4803 0.079
C -1.5798 -2.4448 -0.3986 -0.076
C -0.1629 -2.8475 -0.9571 -0.134
C -0.1013 -2.9816 -2.5253 -0.177
C 1.2173 -2.3647 -3.1556 -0.187
C 0.9426 -1.4972 -4.4212 -0.209
C 2.1676 -0.6471 -4.9126 -0.195
C 1.7427 0.7963 -5.3993 -0.243
C 2.7637 1.9289 -4.9785 -0.237
Si 2.2527 2.5476 -3.2509 0.601
C 2.6108 1.0825 -2.0602 -0.174
C 0.4347 3.1063 -3.1871 -0.174
C 3.2932 3.9947 -2.6142 -0.250
C 2.9000 5.3605 -2.6139 -0.081
C 3.7775 6.3301 -2.0624 -0.079
C 5.0275 5.9940 -1.5018 -0.077
C 5.4464 4.6389 -1.5113 -0.082
C 4.5759 3.6766 -2.0588 -0.110
C -2.3306 -1.0293 1.7451 -0.154
P -3.9495 -1.9718 1.7901 0.526
O -4.4930 -2.1510 0.4229 -0.272
O -3.7503 -3.4368 2.4426 -0.102
O -5.0767 -1.2088 2.6596 -0.114
C -2.5599 0.5280 1.8317 -0.380
N -3.6493 0.8101 0.8857 0.109
C -2.9357 1.1193 3.2206 -0.078
C -3.3841 2.5938 3.0292 -0.235
N -2.7838 3.5629 3.5822 0.117
H 3.3126 0.1100 0.7176 0.070
H -0.1977 -0.0816 2.9975 0.135
H 0.0749 1.6545 3.1153 0.133
H -2.0133 -3.2880 0.1742 0.129
H -2.2447 -2.2786 -1.2701 0.130
H 0.6341 -2.1900 -0.5461 0.109
H 0.0525 -3.8538 -0.5381 0.111
H -1.0164 -2.6323 -3.0451 0.106
H -0.0284 -4.0691 -2.7303 0.078
H 1.8850 -3.2017 -3.4556 0.122
H 1.7449 -1.8348 -2.3371 0.086
H 0.6837 -2.2029 -5.2435 0.120
H 0.0275 -0.8802 -4.2816 0.077
H 2.5525 -1.1596 -5.8231 0.112
H 3.0139 -0.6263 -4.2004 0.096
H 0.7364 0.9750 -4.9572 0.064
H 1.5858 0.8302 -6.4982 0.109
H 2.7264 2.7200 -5.7537 0.077
H 3.8105 1.5487 -4.9683 0.085
H 2.5271 1.4994 -1.0398 0.019
H 3.6572 0.7802 -2.2700 0.045
H 1.8810 0.2860 -2.2827 -0.005
H 0.3491 3.9973 -3.8501 0.044
H -0.2846 2.3525 -3.5639 0.001
H 0.0969 3.3795 -2.1626 0.033
H 1.9193 5.6239 -3.0321 0.094
H 3.4961 7.3947 -2.0171 0.082
H 5.7021 6.7337 -1.0470 0.107
H 6.4018 4.2836 -1.0989 0.104
H 4.8986 2.6212 -2.0486 0.088
H -1.8025 -1.4010 2.6505 0.155
H -4.5105 -3.9461 2.1050 0.071
H -5.4878 -0.5080 2.1207 0.098
H -3.6339 0.1855 0.0774 0.085
H -3.5519 1.7448 0.4825 0.104
H -2.0977 1.1645 3.9415 0.119
H -3.7803 0.6074 3.7182 0.118
H -4.2444 2.8171 2.3620 0.122
H -3.2556 4.4194 3.2736 0.069
C 1.1661 8.0169 1.1961 -0.174
C 1.9418 8.9973 2.0525 -0.169
O 2.6898 9.7823 1.1201 -0.185
S 1.8484 9.9320 -0.2453 0.614
O 1.1692 11.1751 -0.2238 -0.208
O 2.6771 9.5330 -1.3247 -0.224
O 0.7743 8.7642 0.0405 -0.191
H 1.7992 7.1883 0.8687 0.129
H 0.2913 7.6219 1.7083 0.129
H 2.6063 8.5007 2.7557 0.136
H 1.2710 9.6662 2.5974 0.134
C 3.1529 1.7580 6.1448 -0.164
C 2.1152 0.6788 5.9101 -0.174
O 2.6954 -0.1780 4.9217 -0.212
S 4.3008 -0.2013 5.1187 0.613
O 4.6400 -1.3526 5.8701 -0.204
O 4.9071 0.1105 3.8761 -0.219
O 4.4096 1.0818 6.0852 -0.178
H 3.1310 2.5095 5.3515 0.135
H 3.0299 2.2469 7.1087 0.139
H 1.1671 1.0828 5.5597 0.121
H 1.9464 0.0882 6.8139 0.135
C -0.6017 -8.9749 -1.2082 -0.146
C -1.3328 -7.7113 -0.8106 -0.181
O -0.3069 -6.7027 -0.7448 -0.204
S 0.8279 -7.0372 -1.8436 0.610
O 0.5697 -6.2556 -3.0032 -0.232
O 2.0899 -7.0467 -1.1999 -0.208
O 0.3886 -8.5497 -2.1516 -0.175
H -0.0890 -9.4244 -0.3549 0.139
H -1.2656 -9.7096 -1.6579 0.143
H -1.8365 -7.8075 0.1415 0.112
H -2.0509 -7.4154 -1.5734 0.122
C -5.9105 -6.3441 1.6330 -0.180
C -6.9114 -7.4459 1.3547 -0.155
O -6.2465 -8.3132 0.4321 -0.171
S -4.6680 -8.3084 0.7353 0.626
O -4.3551 -9.4354 1.5325 -0.193
O -3.9792 -8.0191 -0.4745 -0.232
O -4.6384 -6.9980 1.6774 -0.192
H -5.8908 -5.6126 0.8182 0.134
H -6.1101 -5.8346 2.5753 0.137
H -7.8381 -7.0693 0.9288 0.142
H -7.1335 -8.0179 2.2584 0.140

---

No. 2
60
Properties=species:S:1:pos:R:3:mulliken_spin:R:1 method="wB97M-V/def2-TZVPD" s_squared=0.760 total_charge=-1 orbital_gap_ev="5.3 / 5.6" de_lowest_kcal_mol=10.6 spin_multiplicity=2
Ru 0.0723 0.3244 0.4231 0.667
C 1.7897 -0.5204 -3.5401 0.001
C 1.6353 0.0858 -2.1579 0.010
O 1.1183 -0.6617 -1.2725 0.028
C 2.1234 1.3855 -1.9870 0.037
C 2.3737 1.9510 -0.7141 0.001
C 3.4903 2.9420 -0.5413 0.001
N 1.7167 1.5293 0.3318 -0.002
N 2.3088 1.7384 1.5767 0.019
C 1.9692 0.7537 2.3571 0.006
O 1.1904 -0.2238 2.0115 0.015
C 2.5118 0.7195 3.7403 -0.001
C 1.9224 -0.1264 4.6738 0.000
C 2.3962 -0.1641 5.9774 0.003
C 3.4633 0.6386 6.3551 -0.003
C 4.0543 1.4839 5.4235 0.002
C 3.5800 1.5265 4.1223 -0.002
H 1.1547 -1.3971 -3.6311 0.000
H 2.8302 -0.7996 -3.7185 0.000
H 1.5031 0.2050 -4.3041 -0.001
H 2.5856 1.8534 -2.8471 0.003
H 3.7988 3.3323 -1.5104 0.000
H 4.3443 2.4582 -0.0654 0.002
H 3.1832 3.7554 0.1157 0.000
H 1.0895 -0.7414 4.3588 0.000
H 1.9266 -0.8190 6.7011 0.000
H 3.8329 0.6087 7.3732 0.000
H 4.8874 2.1126 5.7148 0.000
H 4.0226 2.1835 3.3856 0.001
O -4.3834 -0.5967 5.4947 0.001
C -3.6300 -0.4336 4.5653 0.000
S -2.8155 1.0961 4.2132 0.000
C -1.9945 0.5679 2.7573 -0.007
C -2.1853 -0.7060 2.3672 0.024
S -1.5149 -1.3865 0.9217 0.062
S -3.2370 -1.6824 3.3784 0.002
S -1.0461 1.6935 1.8260 0.126
C -1.6197 2.7152 -2.8239 -0.012
C -0.9666 2.2823 -1.6849 0.016
N -1.0434 1.0193 -1.2653 -0.030
C -1.7689 0.1448 -1.9558 -0.010
C -2.4521 0.4772 -3.1228 -0.022
C -2.3708 1.8034 -3.5432 0.009
C -3.3308 -0.4391 -3.8664 0.001
C -3.4950 -1.7679 -3.8771 -0.005
C -2.7655 -2.8470 -3.1900 0.003
C -3.4063 -4.0566 -2.9339 -0.001
C -2.6746 -5.0357 -2.2901 0.000
N -1.4104 -4.8606 -1.9163 0.000
C -0.8868 -3.6728 -2.2090 0.001
N -1.4893 -2.6771 -2.8461 0.001
H -1.5402 3.7482 -3.1317 0.000
H -0.3640 2.9440 -1.0773 0.008
H -1.8132 -0.8457 -1.5435 0.049
H -2.9099 2.1173 -4.4303 0.000
H -4.0205 0.0968 -4.5134 0.000
H -4.3210 -2.1287 -4.4817 0.000
H -4.4382 -4.2176 -3.2155 0.000
H -3.1172 -5.9992 -2.0598 0.000
H 0.1360 -3.4870 -1.8980 0.000

---

No. 3
49
Properties=species:S:1:pos:R:3:lowdin_charge:R:1 method="wB97M-V/def2-TZVPD" orbital_gap_ev=9.0 de_lowest_kcal_mol=19.8 smiles="CCCCCCCOC(=O)C1=C(C)Nc2ncnn2[C@@H]1c1cccs1"
C -1.3698 2.9335 5.3908 -0.115
C 0.1137 2.7102 5.6606 -0.272
C 1.0077 3.1106 4.4865 -0.232
C 0.8332 2.2152 3.2611 -0.220
C 1.8160 2.5868 2.1524 -0.213
C 1.7718 1.6311 0.9617 -0.173
C 0.4578 1.7121 0.1876 -0.162
O 0.5223 0.9545 -1.0200 -0.024
C 0.2726 -0.3629 -0.9087 -0.441
O -0.0100 -0.8897 0.1459 0.115
C 0.3648 -1.1105 -2.1636 -0.063
C 0.7167 -0.6074 -3.3747 -0.219
C 1.0387 0.8236 -3.6504 0.004
N 0.8089 -1.4352 -4.4649 0.160
C 0.7271 -2.7880 -4.3152 -0.351
N 0.9947 -3.7365 -5.1887 0.130
C 0.7828 -4.8614 -4.4684 -0.215
N 0.4114 -4.6550 -3.2298 0.113
N 0.3810 -3.3172 -3.1298 -0.035
C -0.0620 -2.5602 -1.9866 -0.214
C -1.5541 -2.6531 -1.8510 -0.469
C -2.2798 -3.3839 -0.9655 -0.111
C -3.6742 -3.2475 -1.1519 -0.182
C -3.9849 -2.4190 -2.1789 -0.411
S -2.5829 -1.7811 -2.9426 1.053
H -1.7234 2.2876 4.5916 0.063
H -1.9517 2.7151 6.2834 0.067
H -1.5535 3.9677 5.1070 0.073
H 0.4048 3.2981 6.5345 0.102
H 0.2841 1.6580 5.8992 0.105
H 2.0506 3.0627 4.8106 0.109
H 0.7967 4.1466 4.2103 0.113
H 0.9943 1.1743 3.5491 0.125
H -0.1863 2.3057 2.8875 0.103
H 1.6112 3.6040 1.8093 0.116
H 2.8289 2.5755 2.5619 0.113
H 2.5871 1.8710 0.2743 0.117
H 1.9094 0.6046 1.3063 0.116
H -0.3692 1.3347 0.7954 0.123
H 0.2549 2.7379 -0.1292 0.135
H 1.8729 1.1509 -3.0345 0.095
H 1.2927 0.9636 -4.6988 0.083
H 0.1890 1.4545 -3.4018 0.096
H 1.0993 -1.0815 -5.3625 0.156
H 0.9119 -5.8404 -4.8796 0.099
H 0.3864 -2.9837 -1.0786 0.162
H -1.8325 -3.9937 -0.2025 0.118
H -4.4088 -3.7464 -0.5457 0.101
H -4.9523 -2.1357 -2.5432 0.058